ORCA calculation (wB97M-V/def2-TZVPD) on an isolated molecule of C21H25Cl2N3O4.

```
55
Properties=species:S:1:pos:R:3:forces:R:3
C 1.1215 2.8678 3.0767 0.0213 -0.0255 -0.3862
C 1.5796 2.6576 1.6385 0.0371 0.1470 0.6403
O 0.4864 2.1862 0.8431 0.0610 -0.1327 0.3337
C -0.3120 3.0776 0.2669 -0.4517 0.1185 -0.2860
O -0.1458 4.2691 0.2978 -0.2241 -0.0380 0.0983
C -1.4465 2.3909 -0.4758 -0.1187 0.0056 0.0382
N -1.2665 0.9673 -0.5749 0.1023 0.1665 -0.2967
C -1.9937 0.1277 0.2096 0.2011 -0.2341 -0.3057
O -2.9529 0.5231 0.8401 -0.2637 0.0402 0.2935
C -1.5766 -1.3411 0.2297 -0.1760 0.2843 0.1399
C -1.2963 -1.6994 1.6977 -0.0529 -0.1205 0.0473
C -0.9891 -3.1897 1.8199 0.0983 -0.0551 0.2428
C -2.1851 -4.0011 1.3250 0.0152 0.0431 -0.0271
C -2.4590 -3.6582 -0.1384 -0.1744 -0.1373 -0.1231
C -1.2301 -3.9922 -0.9824 -0.0173 0.0334 0.0285
C -0.0384 -3.1780 -0.4821 0.2608 -0.0707 -0.1567
C 0.2411 -3.5263 0.9787 -0.0497 0.0138 -0.0064
C -0.3422 -1.6815 -0.6055 -0.0496 -0.1527 0.0161
C -2.7708 -2.1694 -0.2666 -0.0297 -0.0763 0.0508
C 2.2146 3.9406 1.0983 0.0866 -0.3457 -0.0377
O 2.4735 4.8832 1.7997 0.0329 0.0530 0.1497
N 2.5755 3.9697 -0.2350 0.4506 0.6694 -0.3237
C 2.5131 3.0248 -1.2256 0.0256 -0.2249 -0.5109
N 2.4091 1.7420 -0.9120 0.2739 0.2592 0.2055
C 2.3631 0.8245 -1.8602 -0.0222 -0.0729 -0.4204
C 2.4145 1.1405 -3.2076 0.0078 0.3270 0.1779
Cl 2.3208 -0.0881 -4.4102 -0.0011 -0.1492 -0.0916
C 2.5458 2.4782 -3.5743 -0.0001 -0.1663 0.2821
C 2.6031 3.4292 -2.5771 -0.0961 -0.2943 0.1094
Cl 2.7744 5.0992 -2.9808 0.0013 0.0464 -0.0488
H 0.4070 3.6864 3.1166 -0.0195 0.0572 0.0482
H 1.9741 3.1237 3.6976 0.0391 0.0251 0.0690
H 0.6527 1.9613 3.4501 -0.0003 -0.0963 0.0045
H 2.3227 1.8548 1.5686 -0.1446 0.2074 -0.0063
H -2.3757 2.5557 0.0843 0.1985 0.0803 -0.1327
H -1.5488 2.8537 -1.4626 0.0417 0.0308 0.1760
H -0.3912 0.6527 -0.9595 -0.0840 -0.1279 0.0650
H -0.4494 -1.1099 2.0596 0.0386 0.0601 0.0481
H -2.1686 -1.4393 2.2993 0.0069 0.0560 -0.0002
H -0.7917 -3.4315 2.8701 -0.0154 0.0262 -0.0602
H -3.0644 -3.7712 1.9299 -0.0575 -0.0319 0.0508
H -1.9777 -5.0689 1.4248 -0.0205 -0.0577 0.0299
H -3.3171 -4.2378 -0.4958 0.0447 0.0465 0.0188
H -1.4251 -3.7617 -2.0324 -0.0068 -0.0291 -0.0706
H -1.0057 -5.0586 -0.9102 0.0203 -0.0557 -0.0389
H 0.8439 -3.4137 -1.0893 -0.0633 0.0366 0.0407
H 0.4750 -4.5893 1.0680 0.0566 -0.0459 0.0105
H 1.1050 -2.9623 1.3389 0.0719 -0.0019 0.0314
H 0.5210 -1.1167 -0.2416 0.0658 0.0927 -0.0153
H -0.5126 -1.4375 -1.6579 0.0341 0.0788 -0.0622
H -2.9801 -1.9185 -1.3097 -0.0404 0.0311 -0.0575
H -3.6512 -1.9107 0.3237 -0.0103 0.0489 -0.0171
H 2.8353 4.9011 -0.5494 -0.0945 -0.2082 0.2195
H 2.2903 -0.1994 -1.5236 -0.0111 -0.1783 -0.1062
H 2.6013 2.7638 -4.6128 0.0018 0.0444 -0.0783
```
Forces are in eV/Å.

The energy relative to the best compared isomer or geometry (same formula, charge and spin) comes out at 38.6 kJ/mol. The calculation puts the molar mass at 454.35 g mol⁻¹. For the HOMO energy, the calculation gives -9.1 eV. The total charge is 0.

***

ORCA calculation (wB97M-V/def2-TZVPD) on an isolated ion of composition C19H31N2O and charge +1.

```
53
Properties=species:S:1:pos:R:3:forces:R:3
C 4.9663 0.3350 -1.0753 0.1135 0.0196 -0.0013
C 3.8125 0.3836 -0.1270 -0.1066 -0.0067 -0.0134
C 3.4551 1.5813 0.4854 -0.0497 -0.0887 0.0191
C 2.4097 1.6315 1.3885 -0.0137 0.0209 0.0299
C 1.6919 0.4846 1.6833 0.0779 -0.1292 0.0191
C 2.0265 -0.7185 1.0747 -0.0449 -0.0080 0.0780
C 1.2113 -1.9480 1.3768 0.4068 0.1852 0.2175
N -0.0095 -1.9671 0.5369 0.0604 0.1049 0.1919
C -1.1049 -2.8073 1.0551 -0.4463 -0.3636 0.3057
C -2.4048 -2.4653 0.3034 -0.0997 0.2413 -0.0698
C -2.1067 -1.5015 -0.8571 -0.2507 -0.2576 -0.1950
N -1.6263 -0.1929 -0.3497 -0.2068 0.0644 -0.1260
C -1.1773 0.7051 -1.4212 0.2300 0.4144 0.1378
C -0.6227 2.0100 -0.8299 0.3222 -0.2572 -0.4219
C -0.1793 2.9651 -1.9279 -0.1821 -0.2303 0.3923
O -1.6039 2.6548 -0.0546 -0.1332 0.1600 -0.0222
C -2.0584 1.8333 0.9930 -0.3377 -0.2655 0.2708
C -3.1062 2.6054 1.7811 0.3595 -0.1551 -0.2661
C -2.6372 0.5225 0.4376 0.1366 0.3427 0.2531
C -1.0238 -2.2031 -1.6917 -0.1372 0.2094 -0.0030
C 0.2682 -2.3248 -0.8682 0.1395 -0.0596 -0.6473
C 3.0861 -0.7606 0.1774 -0.0091 0.0960 0.0888
H 5.9007 0.4307 -0.5234 0.0988 -0.0113 -0.0312
H 4.9180 1.1603 -1.7825 0.0354 0.0166 -0.0827
H 4.9903 -0.6023 -1.6247 0.0372 -0.0343 -0.0653
H 4.0123 2.4773 0.2594 0.0773 0.1244 -0.0298
H 2.1532 2.5640 1.8669 -0.0236 0.1086 0.0555
H 0.8852 0.5207 2.4016 -0.1000 0.0069 0.1016
H 1.7848 -2.8601 1.1934 -0.1288 -0.0059 0.0008
H 0.9031 -1.9354 2.4243 -0.0738 -0.0682 -0.1104
H -0.4673 -0.9726 0.4320 0.2848 -0.2415 0.1255
H -1.2186 -2.6131 2.1225 0.1356 0.0052 -0.0724
H -0.8331 -3.8582 0.9309 0.0883 0.0801 0.0394
H -2.8466 -3.3687 -0.1155 0.0107 0.0337 0.0034
H -3.1424 -2.0479 0.9846 0.0154 -0.0489 0.0081
H -3.0129 -1.3690 -1.4649 0.0861 0.0158 0.0584
H -0.3799 0.2379 -1.9960 -0.0023 -0.0269 -0.0343
H -2.0109 0.9461 -2.0949 -0.0034 -0.0462 -0.0407
H 0.2389 1.7554 -0.1848 -0.1956 0.0222 -0.1515
H 0.6185 2.5227 -2.5174 0.1052 -0.0234 -0.0919
H -1.0186 3.2037 -2.5746 -0.0876 0.0342 -0.1206
H 0.1773 3.8865 -1.4786 0.0760 0.0998 0.0108
H -1.2024 1.5830 1.6473 -0.1169 0.0047 -0.0852
H -3.4509 2.0249 2.6318 -0.0586 -0.0408 0.1135
H -3.9500 2.8428 1.1400 -0.1311 0.0207 -0.0581
H -2.6750 3.5366 2.1347 0.0141 0.0824 0.0781
H -2.9582 -0.0871 1.2812 -0.0259 0.0058 -0.0166
H -3.5127 0.7573 -0.1831 -0.0180 -0.0386 -0.0013
H -1.4029 -3.1906 -1.9547 -0.0096 0.0296 -0.0010
H -0.8356 -1.6836 -2.6285 0.0475 -0.0388 0.0076
H 0.6664 -3.3418 -0.9048 0.0468 0.0848 0.1224
H 1.0354 -1.6413 -1.2364 -0.0533 -0.0623 0.1033
H 3.3673 -1.7011 -0.2762 0.0407 -0.1256 -0.0736
```
Forces are in eV/Å.

The energy relative to the best compared isomer or geometry (same formula, charge and spin) comes out at 103.5 kJ/mol. The calculation puts the molar mass at 303.47 g mol⁻¹. For the HOMO energy, the calculation gives -12.1 eV. The total charge is +1.

***

ORCA calculation (wB97M-V/def2-TZVPD) on C7H30N6O10 as an isolated structure at a distorted geometry.

```
53
Properties=species:S:1:pos:R:3:forces:R:3
C -0.7948 -2.6004 -0.6767 -0.5077 -2.7315 -0.5450
C -1.3955 -2.0484 -2.0340 0.7424 -2.3035 2.2890
O -0.7788 -0.7818 -2.2550 -0.0027 -0.9704 -2.1183
O -0.8634 -1.7996 0.4771 -1.6048 -1.6680 0.6073
H 0.2895 -2.7091 -0.6975 -1.3612 -1.8036 -0.8187
H -1.2401 -3.5653 -0.4346 -0.3017 -0.0754 -0.4023
H -2.4800 -2.0240 -1.9278 -0.0033 0.0633 -0.2052
H -1.2862 -2.8050 -2.8109 0.7712 0.1955 -0.1813
H -0.6412 -0.7523 -3.2046 0.2469 0.7042 -0.2083
H -1.4021 -2.2834 1.1074 -0.1888 0.4256 0.4143
C 1.1153 2.2173 -0.5361 -0.5122 -0.6247 0.7205
C 2.3751 1.5409 -1.0729 -0.8139 0.0547 0.5731
O 2.1104 0.6946 -2.2206 0.4219 1.3453 -0.3903
O 0.7850 3.3677 -1.2385 0.3250 1.2250 -1.7435
H 1.1978 2.4796 0.5187 0.7264 -0.1524 0.3004
H 0.2418 1.5656 -0.5172 0.9850 0.0476 -0.3467
H 2.7595 0.8531 -0.3198 0.2324 1.0996 0.0196
H 3.0959 2.3381 -1.2550 0.1598 -0.1550 -0.3916
H 2.8862 0.8394 -2.7672 -0.1174 -0.1406 -0.4290
H 0.1102 3.9101 -0.8237 0.0117 -0.2376 0.3588
C -3.1535 0.9409 2.1109 -2.8130 1.7335 0.0696
O -4.0491 1.0384 2.9521 0.2449 -0.8591 0.5118
N -1.8642 0.9992 2.3801 3.2266 0.0743 3.4001
N -3.3795 1.0204 0.8027 -0.6806 -0.3728 -0.2431
H -1.6101 1.0869 3.3536 -0.4064 -0.0609 0.0076
H -1.0649 0.9616 1.7637 -1.5155 0.5600 0.7346
H -4.2847 0.7480 0.4469 0.4856 0.2117 -0.0038
H -2.5025 1.0083 0.3020 -1.5352 -0.0483 -0.5200
C 2.1564 -1.0834 -0.1077 -0.0039 -1.6962 -3.6712
O 2.1496 -0.5418 0.9703 1.0955 1.6789 -11.5833
N 3.2035 -1.5431 -0.7195 5.4070 -0.4833 0.7619
N 1.1579 -1.3270 -0.8643 -3.1024 1.5932 -0.3217
H 3.2339 -2.1419 -1.5322 0.0352 0.4615 0.3649
H 4.0289 -1.2143 -0.2392 0.6917 -0.7499 -0.6225
H 0.2863 -0.9560 -0.5140 1.1656 -0.1891 -0.6984
H 1.1597 -1.7790 -1.7675 0.6428 0.9560 0.3701
C 1.7811 -0.1005 3.4054 0.7569 -0.7395 1.1689
O 1.6881 0.2151 4.5731 0.4426 0.1321 1.4750
N 2.5491 -0.9518 2.7819 5.8909 -4.9385 8.8564
N 1.0669 0.3727 2.4554 -7.7487 6.4222 -0.5507
H 2.3685 -1.2382 1.8304 0.9215 -2.0880 3.2273
H 3.3222 -1.2656 3.3511 -0.1065 -0.4907 0.1330
H 0.4370 1.1029 2.7554 0.2293 0.0557 0.2356
H 1.3528 0.3464 1.4870 -0.9873 1.2607 1.5350
O -0.9451 0.4763 0.2754 1.4719 0.4271 -1.4419
H -0.8248 0.2111 -0.6365 -0.3015 0.3486 -0.2646
H -0.4612 -0.1767 0.7810 -0.1638 -0.2272 0.5242
O -2.1831 2.0944 -1.2820 0.7026 2.3043 -0.7337
H -1.2636 2.2250 -1.5135 0.3884 0.5240 -0.2973
H -2.4741 1.3798 -1.8486 0.7673 2.9664 1.2936
O -2.9603 -0.0770 -1.4471 -2.5074 -1.4913 -0.2868
H -2.7406 0.4659 -2.2042 -0.8355 -2.8358 -1.3828
H -2.2652 -0.7342 -1.4132 -1.0679 1.2621 0.4491
```
Forces are in eV/Å.

The energy relative to the best compared isomer or geometry (same formula, charge and spin) comes out at 1465.5 kJ/mol. The calculation puts the molar mass at 358.35 g mol⁻¹. For the HOMO energy, the calculation gives -8.2 eV. The total charge is 0.

***

energy relative to the best compared isomer or geometry (same formula, charge and spin) of number 3 (C7H30N6O10)?
1465.5 kJ/mol

***

The lowest HOMO belongs to which entry?
C19H31N2O

***

Which of these has the highest molar mass?
C21H25Cl2N3O4